{
  "formula": "C20H43BClNO6P",
  "method": "ωB97M-V with the def2-TZVPD basis set",
  "species": ["C", "B", "O", "C", "C", "C", "C", "Cl", "C", "C", "P", "O", "O", "O", "O", "C", "N", "O", "H", "H", "H", "H", "H", "H", "H", "H", "H", "H", "H", "H", "H", "H", "H", "C", "C", "C", "C", "C", "C", "H", "H", "H", "H", "H", "H", "H", "H", "H", "H", "H", "H", "H", "H", "C", "C", "C", "C", "C", "C", "H", "H", "H", "H", "H", "H", "H", "H", "H", "H", "H", "H", "H", "H"],
  "coordinates": [[0.332, 3.469, 2.803], [0.750, 2.776, 1.386], [2.200, 2.637, 1.059], [2.107, 1.960, -0.199], [3.474, 2.316, -0.867], [4.414, 1.065, -0.905], [4.739, 0.536, 0.525], [3.650, -0.276, -1.879], [0.740, 2.481, -0.886], [-0.486, 1.492, -0.954], [-0.947, 1.008, -2.670], [0.238, 0.753, -3.509], [-1.876, 2.152, -3.414], [-1.868, -0.365, -2.541], [0.870, 3.349, -2.054], [1.266, 4.571, -1.734], [1.813, 5.440, -1.264], [0.271, 3.383, 0.120], [0.086, 2.646, 3.517], [1.123, 4.120, 3.236], [-0.626, 4.024, 2.658], [0.453, 1.590, 1.563], [1.990, 0.869, 0.023], [4.003, 3.044, -0.212], [3.393, 2.809, -1.858], [5.375, 1.304, -1.409], [4.638, -0.575, 0.535], [4.050, 0.912, 1.307], [5.779, 0.742, 0.858], [-1.350, 1.999, -0.471], [-0.250, 0.621, -0.311], [-1.366, 2.982, -3.359], [-1.701, -0.773, -1.675], [2.462, -0.092, 3.309], [3.628, -0.094, 4.291], [4.115, -1.497, 4.653], [3.083, -2.379, 5.359], [2.518, -1.805, 6.658], [3.576, -1.602, 7.737], [1.580, -0.584, 3.725], [2.182, 0.933, 3.060], [2.736, -0.600, 2.382], [3.349, 0.459, 5.193], [4.462, 0.455, 3.842], [5.009, -1.411, 5.278], [4.437, -2.008, 3.739], [3.545, -3.350, 5.571], [2.253, -2.587, 4.677], [1.758, -2.494, 7.040], [2.004, -0.860, 6.465], [4.073, -2.545, 7.977], [3.115, -1.222, 8.652], [4.335, -0.881, 7.428], [-3.355, -1.164, -5.242], [-4.631, -0.778, -4.504], [-5.181, -1.898, -3.622], [-5.598, -3.168, -4.368], [-6.650, -2.965, -5.458], [-7.979, -2.444, -4.922], [-3.520, -1.995, -5.932], [-2.988, -0.317, -5.826], [-2.573, -1.448, -4.538], [-5.388, -0.451, -5.225], [-4.418, 0.088, -3.871], [-6.034, -1.513, -3.054], [-4.423, -2.168, -2.879], [-5.978, -3.889, -3.637], [-4.714, -3.634, -4.816], [-6.827, -3.926, -5.951], [-6.275, -2.289, -6.231], [-8.395, -3.129, -4.179], [-8.704, -2.349, -5.734], [-7.871, -1.460, -4.461]],
  "atomic_forces_ev_per_a": [[-0.21, 0.12, -0.22], [0.69, -0.27, 1.37], [-0.56, -0.38, -0.66], [1.24, 0.80, 0.55], [0.46, -0.80, -0.47], [0.22, 0.61, 0.47], [-0.12, -0.84, 0.25], [0.22, 0.34, 0.02], [-1.28, 1.83, 3.55], [-0.19, 0.05, -1.27], [1.27, -0.76, -0.81], [-0.26, -0.03, 0.30], [0.16, -0.93, 1.49], [0.07, 1.59, 0.36], [-0.13, 0.59, -0.84], [-0.92, -4.49, -0.45], [1.22, 3.19, 0.57], [-0.19, -0.95, -0.50], [0.35, 0.65, -0.29], [-0.62, -0.18, -0.18], [0.68, -0.02, 0.23], [-0.87, -0.43, -0.53], [0.07, 0.59, -0.56], [-0.63, -0.41, -0.30], [-0.06, -0.62, 0.40], [-0.78, -0.16, 0.09], [0.13, 0.74, -0.01], [0.29, 0.06, -0.63], [-0.58, 0.17, -0.41], [0.68, -0.18, -0.33], [-0.05, 0.32, -0.62], [-0.13, -0.31, -0.13], [-0.10, 0.19, -0.32], [0.00, 0.22, 0.16], [-0.02, -0.15, -0.16], [0.09, 0.06, 0.11], [-0.07, 0.00, -0.10], [0.06, -0.11, 0.02], [-0.12, 0.09, 0.06], [0.00, -0.01, -0.02], [-0.05, -0.10, -0.13], [-0.07, -0.03, 0.03], [0.04, -0.02, 0.01], [-0.01, 0.01, 0.05], [0.00, -0.05, 0.01], [-0.02, 0.03, 0.00], [-0.02, 0.00, 0.04], [0.04, 0.03, 0.00], [-0.02, 0.04, -0.03], [0.02, -0.02, -0.05], [0.04, 0.03, -0.02], [0.07, -0.02, 0.01], [0.01, -0.03, 0.01], [-0.06, 0.05, -0.13], [0.12, -0.02, 0.06], [-0.11, 0.04, 0.01], [0.11, -0.01, -0.04], [-0.05, -0.09, 0.10], [-0.02, 0.04, -0.17], [-0.01, 0.01, -0.01], [0.07, -0.06, 0.02], [-0.02, 0.00, -0.07], [-0.04, -0.03, 0.04], [-0.02, -0.02, -0.02], [0.00, -0.03, 0.01], [0.01, 0.04, -0.03], [-0.02, 0.00, -0.03], [-0.01, 0.03, 0.03], [0.03, 0.03, -0.02], [0.04, -0.01, 0.04], [0.01, 0.05, 0.02], [-0.03, 0.01, 0.07], [-0.01, -0.03, 0.02]],
  "mulliken_charge": [-1.085, 1.039, -0.886, 0.471, -1.334, 0.321, -0.997, -0.228, 0.972, -0.835, 0.995, -0.703, -0.528, -0.415, -0.452, 0.437, -0.552, -0.904, 0.244, 0.261, 0.179, -0.287, 0.142, 0.325, 0.300, 0.438, 0.349, -0.056, 0.363, 0.286, 0.374, 0.349, 0.304, -0.799, -0.444, -0.806, -0.720, -0.385, -1.213, 0.554, 0.059, 0.174, 0.342, 0.324, 0.350, 0.335, 0.420, 0.305, 0.382, 0.269, 0.289, 0.380, 0.289, -1.211, -0.328, -0.610, -0.740, -0.363, -1.192, 0.392, 0.344, 0.204, 0.379, 0.268, 0.319, 0.285, 0.384, 0.307, 0.376, 0.242, 0.287, 0.377, 0.289],
  "total_charge": -1,
  "homo_lumo_gap_ev": 7.7,
  "lumo_energy_ev": 2.51,
  "total_energy_ha": -2120.60381,
  "homo_energy_ev": -5.2
}